# 1
Entry from the OMol25 dataset: a cluster of 2 separate species, C36H33FN2O4S2 in total (the ωB97M-V functional and the def2-TZVPD basis).

Its total charge is 0. The calculation puts the HOMO-LUMO gap at 8.622 eV. Its multiplicity is 1. As for the SMILES: FC(c1ccccc1)(c1ccccc1)[C@H]1CCCN1c1ccncc1.C=C(S(=O)(=O)c1ccccc1)S(=O)(=O)c1ccccc1. As for the HOMO energy: -8.64 eV.

```
78
Properties=species:S:1:pos:R:3:forces:R:3:mulliken_charge:R:1
F -2.3683 -0.7723 -0.9379 0.50 0.21 -0.36 -0.520
C -1.4939 -0.7582 -2.0600 -0.38 -0.61 -0.47 2.847
C -1.6826 -2.1295 -2.7437 -0.20 0.64 -0.19 -0.246
C -2.6879 -3.0406 -2.3845 0.62 0.24 0.00 -0.421
C -2.6681 -4.3136 -2.9430 -0.32 -0.22 -0.37 -0.699
C -1.7362 -4.6495 -3.9242 0.65 0.42 0.17 -0.569
C -0.7515 -3.7289 -4.3049 -0.59 0.38 0.24 -1.071
C -0.7644 -2.4553 -3.7441 -0.15 -0.12 0.13 -0.423
C -1.8231 0.4429 -2.9230 -0.58 -0.20 -0.15 -0.387
C -2.0868 0.3146 -4.2909 0.51 0.24 0.29 -0.314
C -2.2471 1.4608 -5.0647 -0.06 0.09 -0.05 -0.985
C -2.2380 2.7201 -4.4558 -0.36 0.04 0.22 -0.621
C -2.1268 2.8392 -3.0622 -0.04 -0.18 -0.61 -0.713
C -1.8825 1.6967 -2.3150 0.02 0.13 -0.01 -0.401
C -0.0710 -0.6185 -1.4627 0.18 0.34 0.82 0.615
C 0.3334 -1.9551 -0.7707 -0.15 0.91 0.15 -0.892
C 1.5145 -2.4600 -1.5760 0.46 -1.43 0.15 -0.662
C 2.0382 -1.3578 -2.4917 -1.10 0.47 -0.23 -0.982
N 1.0450 -0.2189 -2.3887 0.45 -0.85 -0.41 0.282
C 1.5696 1.0854 -2.0888 -0.59 -0.05 1.17 0.218
C 2.4030 1.2848 -0.9641 0.25 0.59 -0.62 0.150
C 2.4509 2.5759 -0.4187 -0.34 -0.90 0.00 -0.850
N 1.5700 3.5309 -0.7666 2.28 0.26 -2.19 -0.341
C 1.0707 3.4373 -2.0153 0.24 -0.57 0.20 -0.961
C 1.0558 2.2343 -2.7187 -0.02 -0.56 -0.12 -0.153
H -3.4592 -2.7705 -1.6689 0.30 0.00 0.01 0.436
H -3.4119 -5.0553 -2.6301 0.24 0.34 -0.20 0.396
H -1.7410 -5.6160 -4.3959 -0.07 -0.31 0.06 0.425
H 0.0239 -3.9572 -5.0230 -0.17 -0.22 -0.18 0.420
H -0.0868 -1.6643 -4.0750 0.03 -0.46 0.14 0.673
H -2.0679 -0.6748 -4.7455 -0.18 0.38 0.01 0.508
H -2.3993 1.3509 -6.1454 0.09 0.20 0.47 0.404
H -2.3733 3.6133 -5.0584 -0.01 -0.11 0.01 0.378
H -2.2041 3.8120 -2.5614 0.12 -0.38 -0.32 0.475
H -1.6850 1.8034 -1.2560 -0.20 -0.19 -0.11 0.707
H -0.1501 0.1971 -0.7113 -0.14 -0.75 -0.59 -0.562
H 0.5766 -1.7287 0.2669 0.12 -0.11 -0.10 0.190
H -0.4967 -2.6828 -0.7821 0.40 0.42 0.09 0.554
H 2.3190 -2.8934 -0.9488 -0.38 0.32 -0.21 0.507
H 1.1298 -3.2933 -2.1816 0.38 0.19 0.03 0.196
H 3.0512 -1.0344 -2.2395 -0.14 0.07 -0.11 0.487
H 2.0078 -1.7566 -3.5231 0.39 0.46 0.33 0.423
H 2.9743 0.4509 -0.5339 -0.31 0.51 -0.12 0.150
H 3.1469 2.8426 0.3868 -0.61 -0.37 0.06 0.572
H 0.7232 4.3610 -2.4787 -0.48 -0.27 0.33 0.407
H 0.5556 2.1275 -3.6927 0.21 0.15 0.59 0.497
C 0.6129 3.6956 1.1947 -0.50 0.24 2.66 -1.008
C 0.5806 2.6719 2.0889 -0.47 -0.83 -0.22 -0.104
S -0.4120 1.2384 1.7072 0.67 -0.84 -0.07 1.818
O -1.4441 1.6088 0.7599 0.55 0.08 0.64 -0.949
O 0.5786 0.2174 1.3527 -0.99 0.86 0.13 -0.222
C -1.1520 0.6131 3.2080 -0.16 0.26 0.17 0.065
C -1.1241 -0.7589 3.4695 0.11 -0.06 0.47 -0.237
C -1.6353 -1.2221 4.6912 -0.10 0.26 -0.75 -0.769
C -2.2548 -0.3350 5.5657 0.08 -0.15 0.14 -0.473
C -2.2933 1.0240 5.2827 -0.10 0.37 -0.31 -0.854
C -1.7401 1.5103 4.0977 -0.04 -0.27 -0.01 -0.265
S 1.7655 2.4564 3.4635 1.45 -0.13 -0.85 1.502
O 1.1409 3.0239 4.6334 0.24 -0.36 -0.29 -0.653
O 3.0047 2.9937 2.9156 -0.71 0.03 0.54 -0.698
C 2.1825 0.6812 3.8311 -0.06 0.05 0.24 -0.046
C 2.9391 -0.1240 2.9719 0.13 0.31 -0.21 -0.175
C 3.2036 -1.4564 3.2866 -0.14 0.32 0.16 -0.536
C 2.7329 -1.9980 4.4825 -0.45 0.39 -0.10 -0.510
C 2.0357 -1.1798 5.3724 0.47 -0.04 -0.14 -0.579
C 1.8311 0.1672 5.0769 -0.65 0.32 -0.05 -0.327
H -0.2427 3.8529 0.5363 0.39 -0.05 0.33 0.404
H 1.3525 4.4882 1.3909 -0.63 -0.37 -0.35 0.383
H -0.6994 -1.4663 2.7584 0.06 0.33 0.14 0.391
H -1.5805 -2.2823 4.9231 -0.08 0.17 -0.06 0.454
H -2.7291 -0.7210 6.4674 0.21 0.16 -0.12 0.398
H -2.7791 1.7249 5.9589 0.11 -0.21 -0.08 0.414
H -1.7857 2.5670 3.8423 0.09 -0.15 0.18 0.475
H 3.3747 0.2990 2.0720 -0.33 -0.02 -0.04 0.319
H 3.7637 -2.0759 2.5907 -0.04 0.18 0.11 0.402
H 2.8839 -3.0486 4.7034 0.03 0.09 0.03 0.407
H 1.6642 -1.5874 6.3062 0.12 0.11 -0.02 0.433
H 1.3689 0.8258 5.8116 -0.14 -0.18 -0.25 0.397
```
Positions in Å, forces in eV/Å.


# 2
Entry from the OMol25 dataset: a cluster of 2 separate species, C4H6N2O in total (the ωB97M-V functional and the def2-TZVPD basis).

Its total charge is 0. The calculation puts the HOMO-LUMO gap (spin up / spin down) at 8.482 / 8.205 eV. Its multiplicity is 1. As for the HOMO energy (spin up / spin down): -8.60 / -8.36 eV.

```
13
Properties=species:S:1:pos:R:3:forces:R:3:nbo_charge:R:1
C 2.2115 -0.4996 0.2078 -0.11 0.16 -0.82 -0.153
O 1.3560 0.5892 0.1263 0.08 -0.01 -1.02 -0.450
C 0.0821 0.3457 -0.0582 -0.85 -0.62 0.41 0.424
C -0.6010 -0.8631 -0.1777 -0.08 0.42 -0.99 -0.179
N -1.9719 -0.5944 -0.2296 0.20 0.42 0.05 -0.448
C -2.0856 0.6934 -0.0998 -0.09 0.03 0.21 0.188
N -0.8742 1.3285 0.0310 0.24 -0.13 0.16 -0.557
H 2.0028 -1.4643 -0.2493 -0.97 0.34 -0.18 0.164
H 0.7809 -1.2661 1.4646 0.85 0.19 -0.48 -0.031
H 3.1059 -0.1280 -0.3484 0.23 -0.27 1.78 0.185
H -0.2820 -1.7058 -0.7840 0.35 -0.19 0.85 0.229
H -3.0104 1.2608 -0.1165 0.17 -0.17 0.07 0.200
H -0.7143 2.3036 0.2339 0.00 -0.17 -0.04 0.427
```
Positions in Å, forces in eV/Å.


# 3
Entry from the OMol25 dataset: an isolated molecule of CClN3S (the ωB97M-V functional and the def2-TZVPD basis).

Its total charge is 0. The calculation puts the HOMO-LUMO gap at 10.360 eV. Its multiplicity is 1. As for the SMILES: Clc1nnsn1. As for the HOMO energy: -10.15 eV.

```
6
Properties=species:S:1:pos:R:3:forces:R:3:nbo_charge:R:1
Cl -2.4376 -0.2194 -0.0346 -0.97 0.96 0.17 0.106
C -0.7852 -0.0443 0.1095 3.12 0.86 -0.83 0.196
N 0.3010 1.3437 -0.0585 -0.38 -2.66 0.07 -0.095
N 1.4304 0.8349 -0.1213 -1.36 1.38 0.27 -0.315
S 1.5865 -0.8209 -0.0013 -2.06 0.05 0.07 0.707
N -0.0951 -1.0940 0.1062 1.66 -0.59 0.25 -0.599
```
Positions in Å, forces in eV/Å.


# 4
Entry from the OMol25 dataset: a cluster of 10 separate species, C20H60O10 in total (the ωB97M-V functional and the def2-TZVPD basis).

Its total charge is -1. Its expectation value of S² is 0.751. The calculation puts the HOMO-LUMO gap (spin up / spin down) at 1.933 / 9.808 eV. Its multiplicity is 2. As for the HOMO energy (spin up / spin down): 0.50 / -7.44 eV.

```
90
Properties=species:S:1:pos:R:3:forces:R:3:mulliken_spin:R:1
C -4.1870 2.3987 1.9953 -0.64 -0.07 -1.35 0.221
C -3.3747 2.6917 0.6975 -2.55 -1.68 0.69 1.355
O -2.0907 2.9549 1.0818 2.03 1.07 0.08 -1.633
H -3.8600 1.4157 2.3342 -0.18 0.15 0.44 0.009
H -5.2528 2.3928 1.7671 -0.19 -0.47 -0.22 -0.154
H -4.1614 3.1629 2.7721 0.72 0.09 0.01 -0.060
H -3.8892 3.3998 0.0478 0.38 0.60 0.08 -0.067
H -3.3266 1.7565 0.1397 -0.25 -0.11 -0.23 -0.083
H -2.2159 3.3907 1.9280 0.78 0.40 0.21 0.364
C 2.2757 -1.8760 4.2845 -0.17 -0.02 0.48 0.017
C 2.2101 -0.3533 4.1139 0.85 -0.74 -1.06 -0.179
O 3.0313 0.0458 2.9853 -0.16 -0.20 0.90 -0.083
H 3.2807 -2.2594 4.4611 0.26 0.29 -0.53 -0.004
H 1.8102 -2.3760 3.4352 0.17 -0.06 -0.07 0.023
H 1.7687 -2.2321 5.1813 -0.53 0.25 0.10 -0.003
H 2.6244 0.1357 4.9956 -0.22 0.20 -0.07 -0.008
H 1.1872 -0.0497 3.8912 -0.03 0.15 0.39 0.181
H 2.4817 -0.0616 2.2055 -0.20 0.25 -0.24 0.025
C 2.4035 2.4238 -3.0370 -1.30 -0.18 -1.79 -0.021
C 1.5668 2.6861 -4.4379 1.75 -0.76 2.88 0.014
O 0.2136 2.5047 -4.1892 -0.75 0.10 -0.76 -0.067
H 3.4726 2.4546 -3.2469 -0.03 0.20 0.35 -0.017
H 2.1300 1.4652 -2.5962 0.20 -0.54 -0.64 0.020
H 2.0598 3.0443 -2.2094 0.33 0.88 -0.40 0.054
H 1.8419 1.9346 -5.1779 0.24 0.09 -0.03 0.006
H 1.8285 3.6792 -4.8031 -0.18 0.17 -0.10 -0.005
H -0.0470 2.7532 -3.2993 -0.06 0.18 0.59 0.039
C -0.4613 -0.6455 -3.4810 0.42 0.76 0.75 -0.244
C -1.0299 -0.5888 -4.8417 -1.58 -0.99 -1.10 0.026
O -0.6729 0.4961 -5.6797 -0.02 -1.24 0.16 -0.036
H -0.6415 -1.6257 -3.0396 0.31 -0.04 -0.06 0.198
H -0.9819 0.0707 -2.8453 0.18 0.18 0.18 0.101
H 0.5920 -0.3688 -3.5274 0.22 -0.32 0.37 -0.001
H -2.1100 -0.6431 -4.7062 -0.53 0.48 -0.10 -0.007
H -0.8820 -1.5552 -5.3237 0.74 0.10 -0.61 0.012
H -0.3755 1.1788 -5.0738 0.08 0.85 0.19 0.014
C 0.9704 -1.2993 -0.0804 -0.42 1.59 -0.24 -0.514
C 0.4586 0.1708 -0.1719 0.20 0.42 0.05 -0.394
O 0.7918 0.9285 1.0100 -0.03 -0.85 -0.19 -0.056
H 0.5154 -1.8363 -0.9127 0.34 -0.21 -0.07 0.128
H 0.6972 -1.8063 0.8451 -0.26 0.29 0.05 0.180
H 2.0593 -1.2780 -0.1249 0.03 -0.25 -0.24 0.036
H -0.5843 0.2873 -0.4665 -0.64 -0.71 0.92 0.215
H 0.8326 0.7760 -0.9977 1.07 -0.63 -0.41 0.468
H 0.0688 1.5403 1.1672 -0.28 0.25 0.22 0.159
C -0.5422 -4.9509 2.5487 0.17 -0.82 1.69 -0.115
C 0.4508 -6.1057 2.8847 1.43 1.24 -1.19 0.042
O 0.3758 -6.6604 4.1798 -1.28 -0.06 -0.20 -0.032
H -1.5652 -5.3271 2.5572 -0.12 -0.03 -0.29 -0.080
H -0.3762 -4.3351 1.6648 0.30 -0.45 -0.08 0.158
H -0.4734 -4.3114 3.4286 -0.10 0.40 -0.09 0.105
H 1.4670 -5.7120 2.9072 0.04 0.30 -0.50 -0.002
H 0.4597 -6.8814 2.1190 -0.26 -0.21 -0.07 -0.017
H -0.5084 -7.0343 4.1743 -0.18 -0.34 0.73 0.010
C 4.6821 1.7929 -0.1899 0.28 0.58 -1.24 0.028
C 4.8488 0.4447 -0.9403 -2.88 3.02 -0.19 -0.049
O 5.6487 -0.3483 -0.2143 1.75 -2.20 1.24 -0.020
H 4.2280 1.6939 0.7961 0.62 -0.28 0.14 0.013
H 4.0478 2.5284 -0.6846 -0.53 -0.45 -0.52 -0.014
H 5.6160 2.3513 -0.2543 0.41 -0.27 0.90 -0.007
H 5.1724 0.5679 -1.9739 0.16 0.22 -0.18 0.006
H 3.8288 0.0607 -0.9519 -0.24 -0.37 -0.40 0.052
H 5.3069 -1.2363 -0.3410 0.42 -0.25 0.30 -0.005
C -2.2379 -4.0569 -2.2376 0.42 0.53 0.34 0.132
C -2.8035 -4.9592 -3.3003 0.29 -0.61 0.01 0.031
O -4.1564 -5.2065 -3.0862 -2.44 0.72 0.03 -0.038
H -1.1654 -3.8625 -2.2441 0.33 -0.83 -0.19 0.017
H -2.5216 -4.4781 -1.2731 0.08 0.27 0.11 0.031
H -2.5656 -3.0203 -2.3168 -0.83 -0.08 0.02 -0.029
H -2.5320 -6.0097 -3.1963 1.77 0.27 -0.47 -0.012
H -2.7430 -4.5401 -4.3047 0.90 -0.28 -0.15 -0.003
H -4.6192 -4.5857 -3.6538 -0.54 0.00 0.33 0.004
C -1.5870 1.8102 4.3650 0.54 -0.06 0.70 0.064
C -1.3524 0.5407 5.1882 -0.82 -0.63 0.80 0.203
O -2.0283 0.6332 6.4754 -0.16 0.56 -0.41 -0.205
H -1.2775 1.6895 3.3269 0.03 -0.22 0.02 -0.049
H -1.0402 2.6571 4.7795 0.17 -0.01 0.06 -0.020
H -2.6341 2.1127 4.3706 -0.06 -0.38 0.08 0.037
H -0.3398 0.2240 5.4378 0.39 0.71 -0.58 0.102
H -1.7772 -0.3252 4.6803 -0.14 0.02 -0.34 0.009
H -1.5723 0.0837 7.1170 0.07 -0.05 -0.14 0.023
C -0.8364 5.4661 -2.9402 0.77 -1.14 0.39 -0.011
C -0.7401 4.6846 -1.5735 1.51 2.32 -0.75 0.474
O -0.6698 3.2780 -1.6931 -1.26 0.20 -0.30 -0.425
H 0.0727 5.2573 -3.5042 0.08 -0.10 -0.14 0.004
H -0.8451 6.5510 -2.8348 -0.19 -0.06 0.51 -0.040
H -1.6531 5.1774 -3.6018 -0.23 -0.16 0.37 0.012
H -1.3935 5.1774 -0.8535 -1.03 -1.08 0.01 0.085
H 0.2165 4.9017 -1.0981 0.43 0.78 -0.30 0.050
H -0.8936 2.9784 -0.8089 -0.16 -0.66 0.40 0.255
```
Positions in Å, forces in eV/Å.


One value per record, in order, for DFT total energy: -2698.20243 -340.57019 -1060.67654 -1550.17433 a.u..
One value per record, in order, for energy above the lowest of the compared OMol25 structures with the same formula, charge and spin: 52.5 590.0 108.4 232.5 kJ/mol.